1.
92
Properties=species:S:1:pos:R:3:mulliken_spin:R:1 method="wB97M-V/def2-TZVPD" charge=+2 energy_ev=-98922.2568 s_squared=6.145 e_lumo_ev="-7.25 / -6.70" homo_energy_ev="-13.9 / -14.1" multiplicity=5 gap_ha="0.2444 / 0.2715" mol_weight_da=708.51
Mn -0.46 0.48 0.16 4.135
P -1.98 -0.54 -1.09 -0.163
P 1.58 1.42 0.22 0.045
O -0.62 -2.40 1.34 -0.039
O 1.31 -1.34 2.06 0.066
C 4.94 -0.83 -0.52 0.001
C 2.24 -3.58 1.63 -0.001
C -4.05 -4.65 -0.86 -0.001
C -2.86 -2.13 -1.08 0.006
C -3.22 0.67 -0.39 -0.011
C -1.35 -0.16 -2.81 0.003
C 0.19 4.29 -2.34 -0.001
C 1.81 2.96 -3.57 0.003
C -1.36 1.16 -4.84 0.003
C -3.57 -4.21 -2.10 0.001
C 0.55 3.66 -1.14 0.008
C -4.71 2.88 0.32 0.001
C 0.30 -0.56 -4.54 0.000
C -0.11 -3.17 2.43 0.005
C -5.15 2.06 -0.73 0.007
C 1.49 2.60 -1.20 0.003
C 1.39 -2.71 2.51 -0.003
C -3.92 -3.84 0.29 0.002
C -3.33 -2.59 0.17 0.002
C -0.39 -4.65 2.25 -0.001
C 1.72 3.86 1.67 0.010
C -0.81 -2.78 3.71 0.001
C -3.55 2.57 1.04 0.034
C 1.57 2.47 1.74 -0.005
C -2.82 1.43 0.72 0.188
C 1.34 1.87 2.98 -0.027
C -1.90 0.88 -3.59 0.008
C 4.33 1.79 0.21 0.000
C 3.61 -0.49 -0.26 -0.002
C -0.26 0.45 -5.32 0.002
C -4.38 0.96 -1.11 -0.016
C 1.14 2.66 4.12 -0.001
C 1.53 4.65 2.80 0.003
C 2.07 2.22 -2.42 -0.005
C 3.31 0.85 0.04 -0.023
C 1.22 4.06 4.02 0.005
C 0.86 3.98 -3.53 -0.001
C -0.25 -0.89 -3.30 -0.030
C -2.97 -2.95 -2.22 -0.001
C 2.07 -2.77 3.87 -0.001
C 5.64 1.44 -0.07 0.001
C 5.95 0.13 -0.44 0.000
B 0.13 -1.18 1.27 -0.136
H 0.93 2.21 5.09 0.000
H -1.96 1.08 1.36 -0.019
H 2.09 -3.80 4.26 0.000
H -3.69 -4.83 -2.99 0.000
H -0.61 5.03 -2.43 0.000
H -4.52 -5.62 -0.77 0.000
H 2.31 -4.57 2.11 -0.001
H 0.09 3.87 -0.16 -0.008
H -0.46 -3.44 4.52 0.000
H 1.14 -1.13 -4.91 0.000
H -3.24 3.17 1.89 0.000
H 1.61 -2.15 4.63 0.000
H -2.76 1.45 -3.23 -0.002
H 3.11 -2.46 3.78 0.000
H 0.59 4.51 -4.44 0.000
H -4.30 -4.17 1.26 0.000
H 2.70 1.33 -2.45 0.001
H -4.69 0.29 -1.93 -0.002
H 2.80 -1.22 -0.27 -0.004
H -0.92 1.70 -1.13 -0.036
H 1.07 4.69 4.90 0.000
H 2.29 2.73 -4.53 0.000
H 0.12 0.66 -6.32 0.000
H 1.80 -3.73 0.64 0.002
H 4.07 2.79 0.58 -0.001
H 1.63 5.73 2.70 0.000
H -0.61 -1.75 4.00 0.001
H 6.99 -0.14 -0.63 0.000
H -5.31 3.73 0.61 0.000
H -1.60 1.88 -1.56 0.014
H -1.89 -2.89 3.60 -0.002
H 6.41 2.20 0.03 0.000
H -1.88 1.92 -5.41 0.000
H -0.08 -5.22 3.14 0.000
H 0.13 -1.74 -2.71 -0.006
H 5.19 -1.85 -0.79 0.000
H 1.30 0.78 3.05 -0.015
H -6.10 2.25 -1.22 0.000
H -3.27 -1.92 1.03 -0.004
H -2.62 -2.57 -3.18 0.001
H -1.46 -4.84 2.14 0.000
H 0.10 -5.14 1.42 0.000
H 1.96 4.34 0.72 0.001
H 3.25 -3.19 1.51 -0.001


2.
110
Properties=species:S:1:pos:R:3:mulliken_spin:R:1 method="wB97M-V/def2-TZVPD" charge=+2 energy_ev=-229099.2241 s_squared=3.776 e_lumo_ev="-5.15 / -6.61" homo_energy_ev="-11.3 / -11.3" multiplicity=4 gap_ha="0.2246 / 0.1711" e_above_lowest_kcal_mol=38.2 mol_weight_da=1239.96
Re 0.08 0.65 -0.30 2.445
Se 0.15 0.28 -2.78 -0.003
Se -6.92 -0.27 0.53 0.000
P -2.01 -0.01 -3.06 0.054
P -5.81 -0.13 -1.28 0.002
F 2.39 6.42 4.33 0.000
O 1.24 3.79 0.62 0.027
O 0.33 0.59 1.89 0.061
O 2.09 1.88 -0.27 0.022
O 2.41 -0.63 0.68 0.036
O 4.85 2.00 2.56 0.000
O 3.68 4.62 6.08 0.000
O 0.32 -1.68 -0.33 0.038
N -1.88 0.09 -0.35 -0.027
N -2.49 6.16 0.06 0.016
N -2.56 0.08 0.77 0.007
N -0.57 2.46 -0.18 0.104
N -0.73 4.76 0.30 0.035
N -2.92 3.90 0.20 0.013
N 1.13 0.19 3.94 0.016
N 1.24 -3.70 -0.71 0.005
N -3.82 -0.04 0.50 0.013
N 4.31 3.39 4.27 0.000
N 3.63 3.88 2.11 0.000
C 3.02 5.02 2.59 0.000
C 2.20 2.96 0.31 0.008
C 1.32 -2.42 -0.38 0.018
C 3.66 4.48 4.89 0.000
C -5.59 -2.79 -1.90 0.000
C 2.67 -1.81 -0.04 -0.007
C 2.38 -4.57 -0.93 -0.001
C -7.08 3.57 -3.71 -0.001
C -6.23 2.63 -4.28 0.002
C -7.51 3.40 -2.40 0.000
C -4.02 -0.09 -0.85 0.010
C -6.24 1.36 -2.24 0.002
C -1.43 -2.53 -4.07 -0.001
C 4.31 3.02 2.96 0.000
C -7.03 -1.52 -3.37 0.000
C -3.98 -2.88 -5.14 0.002
C -7.09 2.30 -1.66 -0.002
C 3.01 5.33 3.89 0.000
C -0.14 3.58 0.21 0.041
C 3.56 3.56 0.70 -0.004
C 2.39 -0.73 2.09 0.015
C -2.89 3.80 -3.99 -0.003
C -2.63 2.64 -3.29 -0.007
C -7.39 -2.70 -4.02 0.000
C -6.12 -1.57 -2.32 0.000
C -3.08 3.76 -5.37 0.003
C -2.77 1.37 -5.36 0.005
C 2.14 -0.35 4.85 -0.001
C -3.03 2.55 -6.05 0.000
C -2.58 1.43 -3.98 0.005
C 1.22 0.08 2.63 0.006
C -3.02 -3.87 -5.28 -0.001
C -0.03 0.84 4.54 -0.002
C -5.81 1.53 -3.55 -0.003
C -2.04 4.91 0.19 0.011
C -5.96 -3.96 -2.55 0.000
C -3.67 -1.71 -4.47 -0.003
C -6.86 -3.91 -3.60 0.000
C -2.40 -1.54 -3.93 0.012
C -2.74 0.00 -1.42 0.024
C -1.75 -3.70 -4.75 0.002
C -0.07 -4.30 -0.98 0.001
H 2.13 -5.58 -0.60 0.000
H 3.26 -4.24 -0.40 0.000
H -2.43 2.67 -2.22 0.007
H -1.82 6.91 0.11 0.000
H -5.91 2.75 -5.31 0.000
H -0.30 -5.05 -0.22 0.000
H 2.05 0.17 5.80 0.000
H 0.20 1.87 4.82 0.001
H -5.17 0.80 -4.01 0.001
H -2.70 0.43 -5.88 0.001
H 2.00 -1.42 5.03 0.001
H -3.47 6.38 0.03 0.000
H -0.85 0.85 3.84 0.001
H -8.09 -2.66 -4.84 0.000
H -4.91 -2.82 -1.06 0.000
H 2.54 5.66 1.87 0.000
H 2.62 -4.61 -2.00 0.000
H 4.85 2.81 4.90 0.000
H -4.42 -0.94 -4.36 -0.001
H -5.56 -4.91 -2.22 0.000
H -0.07 -4.77 -1.96 0.000
H -3.26 -4.78 -5.82 0.000
H -7.17 -4.83 -4.09 0.000
H -1.01 -4.48 -4.86 0.000
H -0.83 -3.52 -0.95 0.000
H -7.41 4.42 -4.28 0.000
H -7.44 2.15 -0.65 0.000
H 3.14 -0.18 4.46 0.000
H 4.34 2.84 0.45 0.000
H 3.18 -1.51 -0.96 -0.005
H -2.58 2.97 0.41 -0.003
H -3.26 4.67 -5.92 0.000
H -3.91 4.07 0.27 0.000
H 2.29 -1.76 2.43 -0.003
H -7.45 -0.58 -3.68 0.000
H -3.17 2.52 -7.12 0.000
H -4.97 -3.01 -5.55 0.000
H 3.70 4.48 0.13 0.002
H 3.33 -0.32 2.46 0.003
H -2.92 4.75 -3.47 0.000
H 3.31 -2.49 0.52 -0.001
H -0.44 -2.38 -3.67 -0.005
H -8.18 4.12 -1.95 0.000
H -0.32 0.29 5.43 0.000


3.
98
Properties=species:S:1:pos:R:3:mulliken_charge:R:1 method="wB97M-V/def2-TZVPD" charge=0 energy_ev=-186559.0756 e_lumo_ev=-0.01 homo_energy_ev=-7.7 gap_ha=0.2829 e_above_lowest_kcal_mol=11.3 mol_weight_da=1029.37
Au 0.70 0.90 -0.69 0.405
Se -1.49 1.63 -1.55 -0.216
Ge 0.50 -4.17 0.42 2.368
F 7.25 -1.06 0.85 -0.278
F 7.43 -1.01 -1.31 -0.270
F 7.73 0.80 -0.16 -0.280
O 0.17 0.18 1.80 -0.665
O 0.54 -1.39 0.26 0.002
N -1.30 3.91 0.23 0.527
N -2.12 4.40 -1.74 0.383
N 2.89 0.72 -0.59 -0.522
C 7.00 -0.32 -0.24 0.783
C -0.10 -2.98 -2.23 -0.024
C -0.89 -3.36 1.57 -1.281
C 2.92 -3.46 1.97 0.332
C 3.41 0.42 0.61 -0.483
C 4.46 -2.85 -0.25 -0.809
C -1.64 3.39 -0.97 -0.239
C 5.54 0.01 -0.36 0.302
C -0.45 -2.10 2.31 -1.084
C 3.66 0.64 -1.68 -0.455
C 0.03 -8.62 2.09 -0.481
C -2.39 6.90 -1.36 -0.846
C 5.01 -2.72 1.02 -0.800
C 1.20 -7.91 2.34 -0.615
C 3.15 -3.29 -0.41 -0.254
C -0.95 -8.06 1.28 -0.723
C -1.69 7.55 0.87 -0.774
C -2.07 5.59 -1.02 0.767
C -1.35 6.25 1.20 -0.576
C -3.06 3.42 2.84 -0.375
C -0.93 3.12 1.41 -0.367
C -0.05 -5.41 -3.58 -0.736
C -2.72 4.22 -3.06 -1.318
C 0.12 -1.02 1.40 0.527
C 4.74 0.07 0.76 -0.287
C -5.13 4.27 -2.13 -0.177
C -2.20 7.87 -0.39 -0.811
C 0.40 -6.06 0.98 -0.313
C -2.15 2.46 2.07 -0.201
C 0.11 -4.16 -1.50 -0.320
C 5.00 0.30 -1.61 -0.626
C 1.38 -6.64 1.78 -0.406
C -0.29 -3.02 -3.61 -0.625
C -4.09 3.54 -2.99 -0.409
C -0.27 -4.24 -4.28 -0.462
C -2.43 3.96 4.12 -1.251
C 2.36 -3.60 0.70 -0.434
C -0.77 -6.79 0.74 -0.144
C -5.59 5.61 -2.71 -1.061
C 4.23 -3.03 2.13 -0.983
C -1.55 5.28 0.23 0.830
C 0.14 -5.37 -2.20 -0.581
H -0.23 2.34 1.12 -0.598
H -3.14 4.57 4.68 0.392
H -0.94 6.01 2.17 0.299
H -1.55 4.58 3.92 0.233
H -1.77 1.68 2.74 0.347
H 1.98 -8.34 2.96 0.395
H -0.11 -9.60 2.53 0.372
H -3.97 2.88 3.10 0.422
H 3.19 0.86 -2.62 0.421
H -1.55 8.34 1.61 0.418
H 2.31 -6.12 1.96 0.286
H -5.99 3.61 -2.03 0.424
H -1.20 -4.13 2.27 0.544
H -2.11 3.14 4.77 0.333
H 0.33 -2.35 3.04 0.190
H 0.31 -6.30 -1.66 0.337
H 5.07 -2.62 -1.12 0.472
H -6.41 6.02 -2.12 0.367
H -4.46 3.45 -4.01 0.501
H -1.55 -6.36 0.12 0.409
H -0.12 -2.03 -1.71 0.348
H -2.44 8.90 -0.62 0.399
H -1.74 -3.13 0.92 0.512
H -1.26 -1.64 2.87 0.524
H -2.78 5.20 -3.52 0.529
H -5.94 5.48 -3.74 0.326
H 2.33 -3.70 2.85 0.430
H -0.03 -6.36 -4.10 0.396
H -3.37 4.24 2.20 0.175
H 5.60 0.24 -2.50 0.496
H -4.73 4.41 -1.12 0.022
H -3.94 2.53 -2.61 0.247
H 5.13 -0.19 1.74 0.509
H -2.76 7.16 -2.35 0.418
H 6.03 -2.39 1.15 0.792
H 2.74 -3.38 -1.41 0.377
H 2.72 0.45 1.45 0.492
H -2.71 1.95 1.28 0.266
H -0.46 -2.10 -4.15 0.445
H 4.64 -2.93 3.13 0.426
H -0.41 3.79 2.10 0.406
H -4.79 6.35 -2.71 0.150
H -0.41 -4.27 -5.36 0.364
H -2.04 3.60 -3.65 0.335
H -1.86 -8.61 1.08 0.385